[1]
63
Properties=species:S:1:pos:R:3:mulliken_charge:R:1 method="wB97M-V/def2-TZVPD" e_homo_ev="-13.065 / -13.064" spin_multiplicity=2 fmax_ev_per_a=3.736 charge=+1 e_lumo_ev="-4.03 / -10.64" total_energy_ha=-1604.74687
O -1.68 0.25 -4.15 -0.682
O -3.40 3.90 0.45 -0.603
O -0.96 -2.80 -3.50 -0.598
O -1.35 1.92 3.09 -0.250
O -5.12 -0.04 0.48 -0.672
O -4.39 0.49 2.78 -0.481
O 2.87 -2.66 -1.98 -0.567
O 0.81 3.08 -0.62 -0.667
O 0.76 3.16 2.57 -0.312
O 1.37 -1.38 1.79 -0.510
O 3.38 -0.30 -0.75 -0.755
O 0.53 -0.63 -2.66 -0.621
O -1.94 1.02 -1.56 -0.544
O 0.97 0.38 -0.18 0.115
O -2.51 -3.02 -0.44 -0.565
O 3.56 -2.74 0.96 -0.727
O 2.06 1.28 4.01 -0.589
O 3.27 2.77 -3.17 -0.614
O 3.74 1.43 1.39 -0.666
O -1.69 -2.58 2.68 -0.577
O 0.03 -3.04 -1.14 -0.522
H 0.59 -0.03 -0.99 0.368
H -4.46 0.56 0.11 0.343
H 3.61 1.71 2.34 0.289
H 3.31 -3.66 1.00 0.297
H 3.58 -2.34 0.11 0.406
H 3.34 1.84 -3.51 0.304
H 1.07 -1.41 -2.68 0.178
H -1.94 -2.65 3.60 0.285
H -1.78 2.63 3.52 0.350
H -5.04 -0.85 -0.06 0.313
H 0.72 3.59 1.72 0.284
H 3.23 -3.48 -2.49 0.258
H -0.86 0.67 -4.44 0.341
H -4.37 -0.43 2.51 0.379
H 2.50 -0.08 -1.15 0.323
H -2.26 1.48 -0.79 0.162
H 3.42 2.10 0.80 0.287
H -0.04 -0.71 -3.44 0.201
H -0.15 3.26 -0.82 0.313
H -2.34 -2.18 -0.83 0.259
H 1.81 2.03 4.57 0.342
H -3.65 3.69 -0.44 0.321
H 2.33 2.88 -2.84 0.305
H 0.70 3.85 3.25 0.332
H 0.97 -0.41 0.46 0.052
H -2.47 3.74 0.60 0.283
H -0.94 -3.82 -3.61 0.312
H -2.17 -1.86 2.30 0.289
H 0.73 -1.77 2.42 0.254
H -4.72 1.10 2.10 0.360
H 0.75 2.12 -0.77 0.350
H -0.70 1.52 3.64 0.358
H -1.04 -2.90 -2.57 0.350
H 0.81 -2.71 -1.55 0.229
H 3.19 -1.78 -2.21 0.322
H 3.47 -0.03 0.16 0.287
H -1.82 0.90 -3.39 0.372
H 1.39 1.36 3.27 0.249
H -1.92 -3.59 0.00 0.281
H 2.13 -1.91 1.53 0.278
H 0.14 -3.14 -0.18 0.276
H -1.45 0.22 -1.30 0.269

[2]
22
Properties=species:S:1:pos:R:3:mulliken_charge:R:1 method="wB97M-V/def2-TZVPD" e_homo_ev=-9.168 fmax_ev_per_a=3.406 charge=0 e_lumo_ev=0.03 total_energy_ha=-591.59362 smiles="O=C1/C(=N/O)CCc2ccccc21"
O -4.11 -0.19 -0.06 -0.349
O -1.23 2.54 0.37 -0.554
N -3.27 0.83 -0.05 -0.475
C -1.55 -0.99 -0.31 -0.725
C 2.16 -1.02 -0.04 -0.686
C 1.60 1.64 -0.12 -0.650
C -1.02 1.40 0.06 0.574
C 0.84 -0.61 0.14 0.404
C -0.34 -1.51 0.48 -0.736
C 3.28 -0.11 -0.02 -0.537
C 2.96 1.23 -0.12 -0.488
C -2.08 0.39 -0.21 0.255
C 0.58 0.74 0.06 0.533
H 1.20 2.62 -0.21 0.469
H -0.51 -1.45 1.55 0.323
H 3.79 1.93 -0.31 0.312
H -2.43 -1.59 0.01 0.401
H 4.31 -0.37 0.02 0.427
H 2.43 -2.03 -0.19 0.414
H -0.17 -2.58 0.33 0.387
H -5.01 0.19 -0.01 0.382
H -1.43 -1.07 -1.36 0.320

[3]
31
Properties=species:S:1:pos:R:3:mulliken_charge:R:1 method="wB97M-V/def2-TZVPD" e_homo_ev=-4.907 fmax_ev_per_a=0.446 charge=-1 e_lumo_ev=2.35 total_energy_ha=-1880.88975
Au -0.28 -0.24 -0.52 0.309
S -1.66 0.47 1.20 -0.352
S -1.20 1.63 3.91 -0.291
O 2.54 -5.83 -5.47 -0.651
O 0.76 -0.83 -2.26 -0.829
O 1.47 -2.06 0.39 -0.492
O 2.78 -6.62 -3.48 -0.650
N 2.48 -5.72 -4.25 0.985
N 0.73 1.34 2.21 -0.381
C 3.02 2.82 4.71 -0.455
C 2.61 2.25 3.52 -0.408
C 0.37 2.15 4.40 0.779
C -0.54 1.14 2.34 0.345
C 1.69 -3.41 -4.57 -0.427
C 1.27 -2.22 -4.05 -0.469
C 1.56 -3.08 -1.78 0.656
C 1.59 -3.03 -0.32 -0.276
C 2.04 -4.46 -3.70 -0.214
C 1.17 -1.98 -2.63 0.551
C 0.78 2.72 5.60 -0.473
C 2.12 3.06 5.74 -0.402
C 1.96 -4.28 -2.34 -0.462
C 1.27 1.91 3.35 -0.417
H 1.75 -3.56 -5.63 0.439
H 2.24 -5.11 -1.69 0.402
H 0.98 -1.40 -4.69 0.405
H 4.06 3.09 4.84 0.346
H 1.75 -4.03 0.15 0.285
H 3.30 2.06 2.71 0.440
H 2.46 3.51 6.67 0.349
H 0.08 2.90 6.40 0.356